Formula: C52H39BN2O11
Source: the OMol25 dataset
Level of theory: ωB97M-V/def2-TZVPD

Values from the calculation:
- highest occupied orbital energy (eV) = -9.27
- charge = 0
- Kohn-Sham gap (eV) = 8.38
- structure (SMILES) = CCB(O)[C@H]1C[C@](COC(C)=O)(OC#N)C(=O)N1.O=C1c2ccccc2C(=O)c2ccccc21.O=C1c2ccccc2C(=O)c2ccccc21.O=C1c2ccccc2C(=O)c2ccccc21
- electronic energy (Eh) = -2967.05524

Last column: Löwdin charge in e.
Element x y z (Å)
O (1.68398, 2.22370, 2.48947)  0.13
O (6.64244, 1.58359, -0.59028)  0.13
O (0.08946, -0.91515, -5.81431)  0.11
O (-4.39669, 7.10841, 3.61118)  0.11
O (-3.48896, 2.96676, -4.94565)  0.11
O (2.92784, -2.85722, 0.80872)  0.12
O (0.43407, -7.75665, 2.23764)  0.10
O (1.08497, 0.24099, 0.98032)  0.09
O (3.97078, -1.52181, 2.29664)  0.01
O (-4.42053, -6.06177, 0.75357)  0.10
O (-0.54947, 4.98078, 0.56015)  0.10
N (3.92366, 2.08903, 1.86962)  0.14
N (0.37221, -1.61200, -0.46062)  0.23
C (-0.83961, 3.72952, 4.53089)  -0.05
C (-0.42112, 1.08578, -4.68412)  -0.08
C (4.35088, 1.66105, 0.50497)  -0.14
C (-2.08360, -0.10247, -6.21958)  -0.08
C (-2.20607, -4.78455, -0.39245)  0.00
C (-3.32805, 7.07728, 1.51324)  -0.08
C (5.21642, -3.29495, 1.32536)  0.04
C (0.18747, -4.59995, -0.49533)  -0.08
C (-0.82093, -6.23995, 0.94209)  -0.09
C (0.20836, 3.21207, -3.01533)  -0.05
C (-3.02354, 0.90186, -5.97791)  -0.08
C (-4.28871, 0.81624, -6.54437)  0.00
C (0.73699, -0.73656, 0.21498)  -0.29
C (-3.16222, -7.49165, 2.13621)  -0.08
C (-1.89699, -7.95158, 2.50480)  -0.08
C (0.80879, 1.12008, -4.04071)  0.00
C (1.11860, 2.17952, -3.20576)  -0.06
C (-1.40710, 5.48235, 1.25937)  -0.27
C (-1.57258, 5.06504, 2.67785)  -0.08
C (6.52367, 0.36676, 1.67286)  -0.14
C (2.61747, 1.64000, 1.99900)  -0.39
C (-2.08711, -5.80884, 0.54086)  -0.09
C (-3.31704, -6.42181, 1.10910)  -0.28
C (-2.40912, -1.17273, -7.04272)  0.00
C (-3.66995, -1.25027, -7.60821)  -0.06
C (-3.50595, 6.64681, 2.92902)  -0.28
C (-2.90934, -9.51442, 4.02053)  -0.06
C (2.47943, 0.23172, 1.33485)  -0.28
C (-4.61205, -0.25885, -7.35371)  -0.06
C (-0.72074, 4.10071, 3.20341)  0.00
C (2.75024, -0.82028, 2.43763)  -0.05
C (-0.73340, -0.05148, -5.59336)  -0.28
C (0.31317, -5.62762, 0.42101)  0.00
C (8.05224, 0.52995, 1.75237)  -0.10
C (-4.00789, 8.47249, -0.31848)  -0.06
C (3.91554, -2.55196, 1.42983)  -0.53
C (-2.66855, 5.26689, 4.81605)  0.00
C (-1.07372, -4.17855, -0.90844)  -0.07
C (3.47833, 0.36497, 0.20681)  0.00
C (-2.31317, 6.53538, 0.72207)  -0.08
C (-1.34516, 2.11289, -4.47668)  -0.08
C (-0.66529, -7.35051, 1.91823)  -0.28
C (-4.16939, -9.04142, 3.66885)  -0.06
C (-1.77617, -8.97078, 3.44078)  -0.01
C (-1.02232, 3.17944, -3.64750)  0.00
C (-2.55943, 5.63991, 3.48293)  -0.08
C (-4.17836, 8.04013, 0.98527)  0.00
C (-1.80681, 4.31822, 5.33968)  -0.06
C (-2.14366, 6.97719, -0.58385)  -0.01
C (-2.68817, 2.07258, -5.12036)  -0.28
C (-2.98598, 7.94555, -1.10143)  -0.06
C (-4.29579, -8.03647, 2.72546)  0.00
B (5.87755, 1.20934, 0.51050)  -0.40
H (3.79210, 3.09599, 1.90046)  0.15
H (6.81715, 0.82754, -1.15652)  0.11
H (1.07107, -4.12108, -0.88839)  0.09
H (4.07662, 2.37340, -0.26341)  0.14
H (-1.16943, -3.37991, -1.62703)  0.09
H (1.51535, 0.31622, -4.19314)  0.12
H (0.46047, 4.03830, -2.36301)  0.10
H (-2.81311, -10.30581, 4.75202)  0.11
H (-1.67573, -1.94319, -7.23429)  0.12
H (-5.05338, -9.46003, 4.13132)  0.11
H (-4.66952, 9.22453, -0.72700)  0.11
H (8.33403, 1.40457, 2.32115)  0.08
H (-3.92308, -2.08640, -8.24622)  0.11
H (-1.35067, 6.56326, -1.19066)  0.11
H (8.49199, 0.56720, 0.76699)  0.06
H (-3.18829, -4.46157, -0.70771)  0.12
H (-0.17314, 2.98100, 4.93874)  0.11
H (-3.42552, 5.72152, 5.43943)  0.12
H (5.68023, -3.28363, 2.30281)  0.09
H (-1.73677, 3.97616, -3.49573)  0.12
H (-0.79486, -9.33192, 3.71448)  0.12
H (-5.59967, -0.32623, -7.78992)  0.11
H (1.29290, -5.95439, 0.73993)  0.12
H (4.22066, -0.41976, 0.09797)  0.11
H (-1.88940, 4.03298, 6.38012)  0.11
H (-4.96858, 8.45008, 1.59819)  0.12
H (6.30528, -0.68697, 1.52436)  0.08
H (6.09875, 0.64210, 2.63082)  0.10
H (5.03171, -4.29743, 0.98916)  0.09
H (-5.01728, 1.58987, -6.34718)  0.12
H (2.07377, 2.20725, -2.69626)  0.10
H (8.47424, -0.32270, 2.27191)  0.07
H (2.83178, -0.28020, 3.36965)  0.14
H (-2.84959, 8.29099, -2.11751)  0.11
H (3.01390, 0.42483, -0.76993)  0.13
H (-5.27306, -7.66944, 2.44519)  0.12
H (1.90461, -1.48835, 2.52817)  0.15
H (5.85816, -2.74528, 0.64639)  0.08
H (0.03250, 3.64372, 2.58163)  0.09